The following is a DFT calculation (the ωB97M-V functional and the def2-TZVPD basis) of 6 unconnected molecules or ions with the total composition C35H60F3IN8O5PS2 in a non-equilibrium geometry.

Results
* Kohn-Sham gap: 6.160 eV
* highest occupied orbital energy: -10.267 eV
* net charge: +1
* calculated total energy: -106613.6871 eV
* LUMO: -4.11 eV

CARTESIAN COORDINATES (ANGSTROEM)
1 C 4.451 0.943 2.412
2 C 2.780 0.991 2.474
3 P 2.150 0.221 0.852
4 C 2.753 1.132 -0.710
5 C 3.149 2.708 -0.497
6 C 0.274 -0.119 0.844
7 C -0.174 -1.701 0.535
8 C -1.751 -2.137 0.439
9 C -2.871 -0.952 0.657
10 C -4.479 -1.340 0.535
11 C -5.229 -1.333 1.992
12 C -6.629 -0.437 1.924
13 F -7.625 -0.514 0.828
14 C -6.839 0.519 3.068
15 F -6.457 0.211 4.475
16 F -7.414 1.874 2.795
17 C -2.322 0.578 0.994
18 I -3.939 2.075 1.346
19 N -0.824 0.944 1.060
20 C -0.467 2.388 1.330
21 C -0.775 3.400 0.034
22 C -1.042 4.895 0.734
23 S -1.910 6.107 -0.399
24 C -3.706 6.146 0.245
25 S -4.119 6.695 1.834
26 N -4.758 5.669 -0.741
27 C -6.091 4.986 -0.465
28 C -6.756 4.690 -1.947
29 N -5.785 5.223 -2.988
30 C -4.576 5.788 -2.250
31 H 4.867 -0.136 2.593
32 H 4.794 1.416 1.376
33 H 4.848 1.709 3.237
34 H 2.513 2.117 2.644
35 H 2.500 0.387 3.447
36 H 1.842 1.119 -1.481
37 H 3.594 0.476 -1.211
38 H 4.297 2.820 -0.797
39 H 2.559 3.340 -1.314
40 H 2.932 3.058 0.600
41 H 0.667 -2.505 0.376
42 H -2.039 -3.249 0.200
43 H -4.995 -0.630 -0.275
44 H -4.508 -2.439 0.105
45 H -5.449 -2.464 2.291
46 H -4.466 -0.932 2.785
47 H -1.094 2.759 2.275
48 H 0.657 2.579 1.603
49 H 0.229 3.477 -0.562
50 H -1.697 3.045 -0.600
51 H -0.033 5.378 1.127
52 H -1.725 4.779 1.703
53 H -6.530 4.725 0.588
54 H -7.803 4.164 -2.099
55 H -3.618 6.282 -2.724
56 C 3.472 -4.224 0.790
57 C 4.235 -3.034 0.277
58 O 3.713 -2.180 -0.435
59 N 5.548 -2.919 0.627
60 C 6.334 -3.810 1.448
61 H 2.440 -4.181 0.429
62 H 3.928 -5.147 0.421
63 H 3.457 -4.216 1.883
64 H 5.996 -2.093 0.246
65 H 6.710 -3.241 2.301
66 H 7.177 -4.165 0.851
67 H 5.757 -4.664 1.806
68 C -3.925 -4.554 -3.835
69 C -3.471 -3.744 -2.653
70 O -3.353 -4.233 -1.532
71 N -3.187 -2.425 -2.854
72 C -3.264 -1.674 -4.085
73 H -4.114 -5.585 -3.522
74 H -4.853 -4.140 -4.238
75 H -3.147 -4.563 -4.603
76 H -2.888 -1.944 -2.013
77 H -2.272 -1.269 -4.298
78 H -3.965 -0.849 -3.936
79 H -3.595 -2.285 -4.926
80 C -2.615 4.065 -4.427
81 C -1.340 3.625 -3.763
82 O -1.336 2.902 -2.770
83 N -0.161 4.053 -4.299
84 C 0.040 4.898 -5.452
85 H -3.472 3.646 -3.891
86 H -2.692 5.155 -4.403
87 H -2.643 3.703 -5.459
88 H 0.654 3.716 -3.798
89 H 0.640 4.344 -6.178
90 H 0.592 5.784 -5.131
91 H -0.900 5.203 -5.914
92 C -0.570 2.204 5.851
93 C -0.335 0.731 6.044
94 O 0.785 0.269 6.244
95 N -1.416 -0.100 5.993
96 C -2.799 0.250 5.771
97 H 0.382 2.739 5.918
98 H -1.000 2.386 4.862
99 H -1.235 2.582 6.632
100 H -1.181 -1.076 6.132
101 H -3.377 -0.086 6.636
102 H -3.144 -0.280 4.880
103 H -2.942 1.322 5.634
104 C 9.145 -5.797 -2.662
105 C 8.723 -5.867 -1.221
106 O 8.869 -4.922 -0.450
107 N 8.160 -7.028 -0.776
108 C 7.907 -8.238 -1.522
109 H 9.575 -4.813 -2.870
110 H 9.905 -6.556 -2.866
111 H 8.279 -5.940 -3.313
112 H 7.902 -7.001 0.203
113 H 6.834 -8.443 -1.481
114 H 8.448 -9.055 -1.038
115 H 8.222 -8.160 -2.563

=====

The following is a DFT calculation (the ωB97M-V functional and the def2-TZVPD basis) of a gas-phase ion, C35H60NO4 (charge +1) in a non-equilibrium geometry.

Results
* Kohn-Sham gap: 7.202 eV
* highest occupied orbital energy: -10.825 eV
* net charge: +1
* calculated total energy: -46935.0321 eV
* LUMO: -3.62 eV

CARTESIAN COORDINATES (ANGSTROEM)
1 C 12.609 4.390 -0.463
2 O 11.390 3.815 -0.001
3 C 11.620 2.588 0.706
4 C 10.248 2.194 1.407
5 C 9.351 1.256 0.473
6 C 9.400 -0.219 1.089
7 C 9.084 -1.326 -0.003
8 C 7.543 -1.300 -0.384
9 C 6.690 -2.400 0.394
10 C 5.607 -3.036 -0.590
11 C 4.271 -3.449 0.183
12 C 3.169 -2.295 0.138
13 C 1.924 -2.643 -0.778
14 C 0.599 -2.943 0.060
15 C -0.489 -3.521 -0.930
16 C -0.486 -3.120 -2.450
17 C -1.342 -1.794 -2.291
18 C -2.485 -2.402 -1.379
19 C -4.002 -2.007 -1.336
20 C -4.394 -0.854 -2.342
21 C -5.182 0.320 -1.563
22 C -6.442 0.698 -2.430
23 C -7.384 1.805 -1.809
24 C -6.643 3.011 -1.100
25 C -7.022 4.446 -1.721
26 C -7.802 5.359 -0.674
27 C -6.863 6.507 -0.088
28 C -6.234 6.161 1.316
29 O -7.193 5.696 2.271
30 C -7.085 4.298 2.545
31 N -1.932 -3.329 -0.637
32 O -2.538 -4.085 0.324
33 C -2.898 -3.232 1.438
34 O -2.186 -2.323 1.756
35 C -4.224 -3.473 2.177
36 C -5.286 -4.168 1.439
37 C -6.568 -4.468 2.074
38 C -6.816 -4.081 3.478
39 C -5.745 -3.356 4.183
40 C -4.455 -3.042 3.555
41 H 12.958 3.917 -1.433
42 H 13.460 4.267 0.273
43 H 12.498 5.491 -0.645
44 H 11.938 1.797 -0.028
45 H 12.384 2.677 1.526
46 H 10.525 1.655 2.358
47 H 9.698 3.129 1.711
48 H 9.778 1.258 -0.563
49 H 8.291 1.618 0.490
50 H 10.434 -0.361 1.514
51 H 8.637 -0.229 1.923
52 H 9.660 -1.126 -0.951
53 H 9.333 -2.320 0.455
54 H 7.419 -1.421 -1.500
55 H 7.151 -0.273 -0.134
56 H 6.107 -1.925 1.238
57 H 7.369 -3.183 0.826
58 H 5.395 -2.356 -1.463
59 H 6.071 -3.997 -0.967
60 H 3.887 -4.425 -0.226
61 H 4.564 -3.564 1.267
62 H 3.679 -1.402 -0.332
63 H 2.810 -1.990 1.154
64 H 2.220 -3.547 -1.391
65 H 1.742 -1.804 -1.499
66 H 0.885 -3.779 0.761
67 H 0.291 -2.021 0.612
68 H -0.362 -4.644 -0.884
69 H 0.468 -3.116 -3.024
70 H -1.224 -3.818 -2.948
71 H -0.743 -1.186 -1.546
72 H -1.623 -1.192 -3.183
73 H -4.558 -2.934 -1.677
74 H -4.357 -1.830 -0.281
75 H -3.533 -0.385 -2.878
76 H -5.098 -1.226 -3.143
77 H -4.456 1.184 -1.550
78 H -5.439 -0.020 -0.529
79 H -7.067 -0.245 -2.503
80 H -6.103 0.912 -3.480
81 H -7.956 2.252 -2.677
82 H -8.174 1.328 -1.162
83 H -5.527 2.956 -1.120
84 H -7.004 3.034 -0.034
85 H -7.541 4.340 -2.708
86 H -6.050 4.984 -1.931
87 H -8.289 4.760 0.144
88 H -8.589 5.908 -1.272
89 H -7.487 7.446 0.008
90 H -6.036 6.786 -0.805
91 H -5.356 5.465 1.171
92 H -5.786 7.117 1.725
93 H -7.842 3.685 1.973
94 H -6.047 3.883 2.424
95 H -7.346 4.153 3.637
96 H -5.111 -4.463 0.381
97 H -7.368 -5.010 1.523
98 H -7.775 -4.332 3.984
99 H -5.953 -3.070 5.242
100 H -3.663 -2.488 4.108

=====

Which of these has the lowest LUMO?
C35H60F3IN8O5PS2